Molecular formula: C33H41ClIKN6O4S4
Method: DFT, wB97M-V/def2-TZVPD

E (Ha): -4862.27190
LUMO level (eV): 0.238
Max |F| (eV/Å): 0.40

ORCA input file:
```
! wB97M-V def2-TZVPD RIJCOSX def2/J DEFGRID3
* xyz 0 1
K 1.44 -0.05 0.62
O 0.09 -1.13 2.47
S -1.30 -1.57 2.79
C -2.37 -0.48 1.82
C -2.14 0.98 2.18
C -2.82 1.95 1.21
C -1.97 2.48 0.06
S -1.50 1.37 -1.29
O -0.72 0.24 -0.68
C -3.11 0.69 -1.67
C -4.12 1.52 -2.14
C -5.34 0.98 -2.50
C -5.54 -0.39 -2.41
C -4.52 -1.22 -1.96
C -3.30 -0.68 -1.59
C -1.63 -3.05 1.83
C -0.99 -3.24 0.61
C -1.26 -4.38 -0.12
C -2.18 -5.31 0.36
C -2.81 -5.11 1.57
C -2.53 -3.98 2.32
H -3.40 -0.80 2.01
H -2.11 -0.66 0.78
H -1.07 1.19 2.21
H -2.51 1.16 3.19
H -3.12 2.84 1.78
H -3.75 1.53 0.82
H -1.00 2.85 0.41
H -2.47 3.31 -0.44
H -3.95 2.59 -2.24
H -6.13 1.62 -2.87
H -6.50 -0.82 -2.69
H -4.67 -2.29 -1.91
H -2.48 -1.31 -1.26
H -0.29 -2.50 0.23
H -0.76 -4.54 -1.06
H -2.39 -6.21 -0.22
H -3.52 -5.84 1.95
H -3.00 -3.82 3.28
N 2.53 -0.42 -2.27
C 1.36 -0.74 -2.83
N 0.60 0.06 -3.52
C -0.56 -0.59 -3.92
C -1.61 -0.01 -4.62
C -2.72 -0.77 -4.94
C -2.79 -2.12 -4.58
C -1.75 -2.71 -3.88
C -0.65 -1.94 -3.55
S 0.78 -2.40 -2.67
H 2.79 0.56 -2.21
H 2.98 -1.10 -1.64
H -1.56 1.04 -4.90
H -3.55 -0.32 -5.48
H -3.66 -2.70 -4.85
H -1.80 -3.76 -3.59
C 1.18 1.14 4.77
N 2.41 1.10 4.00
C 3.11 -0.19 4.03
C 2.60 1.97 2.97
S 1.32 2.83 2.27
N 3.87 2.11 2.54
C 5.03 1.85 3.37
C 4.18 2.68 1.24
H 1.38 0.70 5.75
H 0.39 0.57 4.28
H 0.85 2.17 4.90
H 2.35 -0.98 4.02
H 3.72 -0.29 4.93
H 3.73 -0.30 3.15
H 4.73 1.76 4.41
H 5.70 2.71 3.28
H 5.55 0.95 3.06
H 3.33 2.57 0.57
H 5.02 2.13 0.83
H 4.43 3.74 1.32
I 2.46 6.76 -2.45
C 1.83 4.80 -2.25
C 1.55 3.91 -3.27
N 1.18 2.77 -2.68
N 1.21 2.84 -1.34
C 1.61 4.08 -1.07
H 1.58 4.03 -4.34
H 0.89 1.87 -3.10
H 1.72 4.40 -0.04
Cl 6.23 -1.61 2.21
C 5.00 -2.50 1.27
C 4.03 -1.62 0.47
O 3.35 -2.26 -0.37
O 3.94 -0.40 0.73
H 4.42 -3.09 1.97
H 5.51 -3.17 0.59
*
```